[1]
C32H30N8O7RuS | ωB97M-V with the def2-TZVPD basis set

Summary:
Frontier orbital gap (spin up / spin down): 6.711 / 6.709 eV

CARTESIAN COORDINATES (ANGSTROEM)
Ru -0.271 -1.739 0.261
O -0.979 -2.151 2.132
C -1.064 -3.404 2.451
C -2.074 -3.786 3.371
C -2.281 -5.098 3.710
C -1.486 -6.127 3.182
C -0.464 -5.788 2.332
C -0.222 -4.453 1.955
C 0.994 -4.168 1.245
N 1.250 -2.962 0.849
N 2.561 -2.715 0.521
C 2.828 -1.497 0.277
O 1.805 -0.520 0.392
C 4.236 -1.092 0.069
C 4.689 -0.258 -0.951
C 6.040 0.027 -1.070
C 6.953 -0.517 -0.181
C 6.512 -1.367 0.824
C 5.165 -1.657 0.946
H -2.701 -2.997 3.765
H -3.082 -5.346 4.396
H -1.661 -7.156 3.463
H 0.197 -6.554 1.944
H 1.705 -4.975 1.089
H 4.010 0.135 -1.689
H 6.377 0.669 -1.873
H 8.007 -0.291 -0.276
H 7.216 -1.803 1.519
H 4.817 -2.315 1.729
N -5.364 4.362 2.239
C -4.638 3.478 1.467
C -3.429 2.954 1.941
C -2.683 2.103 1.155
C -3.134 1.758 -0.113
C -4.327 2.266 -0.595
C -5.076 3.124 0.189
S -2.139 0.709 -1.110
O -0.803 1.286 -1.093
O -2.783 0.572 -2.386
N -1.970 -0.679 -0.337
C -2.950 -1.589 -0.221
N -4.235 -1.256 -0.256
C -5.072 -2.253 -0.007
C -4.651 -3.543 0.294
C -3.285 -3.780 0.248
N -2.423 -2.824 -0.064
H -5.173 4.379 3.225
H -6.327 4.511 1.992
H -3.080 3.221 2.930
H -1.749 1.700 1.525
H -4.667 1.975 -1.579
H -6.011 3.521 -0.186
H -6.128 -2.007 -0.033
H -5.349 -4.332 0.526
H -2.871 -4.767 0.426
C 3.848 3.950 -2.574
C 3.298 3.112 -1.431
C 1.809 2.648 -1.559
C 0.872 3.887 -1.400
C -0.303 4.038 -2.356
C 1.587 1.960 -2.896
O 1.662 2.533 -3.951
N 1.242 0.603 -2.892
C 1.174 -0.176 -1.790
O 0.688 -1.298 -1.748
N 1.838 0.355 -0.691
C 1.662 1.727 -0.358
O 1.590 2.078 0.780
H 4.889 4.193 -2.360
H 3.307 4.888 -2.693
H 3.808 3.427 -3.526
H 3.325 3.681 -0.498
H 3.947 2.247 -1.271
H 1.497 4.777 -1.487
H 0.521 3.863 -0.367
H 0.028 4.301 -3.357
H -0.945 4.841 -1.989
H -0.907 3.135 -2.414
H 0.803 0.247 -3.731

Atom charges from the Löwdin analysis, given in e for atoms 1 to 4:
1 Ru 1.219
2 O -0.189
3 C -0.381
4 C -0.024

[2]
C10H21N2 | ωB97M-V with the def2-TZVPD basis set

Summary:
Frontier orbital gap (spin up / spin down): 6.057 / 7.987 eV
Spin multiplicity: 3
Relative energy (zero: lowest compared OMol25 entry of this formula, charge and spin): 113.0 kJ/mol
Net charge: +1

CARTESIAN COORDINATES (ANGSTROEM)
C -0.508 -1.661 -0.760
C -1.970 -1.270 -0.494
C 0.334 -1.060 0.406
C -2.299 0.181 -0.543
C -1.146 0.978 0.158
C 0.004 0.498 0.593
C 1.886 -1.494 0.253
C -3.688 0.244 0.284
C 2.668 -1.371 1.342
C 2.398 -1.609 -1.130
N 0.931 1.378 1.145
N 1.250 3.353 -0.439
H -0.307 -2.800 -0.822
H -0.216 -1.189 -1.655
H -2.509 -1.781 -1.222
H -2.281 -1.644 0.552
H 0.020 -1.600 1.361
H -2.473 0.515 -1.530
H -1.203 2.110 0.199
H -3.327 0.022 1.262
H -4.336 -0.639 -0.137
H -4.222 1.105 0.148
H 3.722 -1.244 1.624
H 2.071 -1.699 2.273
H 1.859 0.902 1.048
H 3.115 -2.391 -1.137
H 2.793 -0.704 -1.460
H 1.606 -1.903 -1.798
H 0.889 2.293 0.514
H 0.685 1.592 2.136
H 2.112 2.956 -0.827
H 1.457 4.428 -0.122
H 0.684 3.501 -1.226

Atom charges from the natural (NBO) analysis, given in e for atoms 1 to 4:
1 C -0.394
2 C -0.396
3 C -0.279
4 C -0.247

[3]
C6H14N2O2 | ωB97M-V with the def2-TZVPD basis set

Summary:
Frontier orbital gap (spin up / spin down): 2.848 / 9.733 eV
Spin multiplicity: 2
Relative energy (zero: lowest compared OMol25 entry of this formula, charge and spin): 92.8 kJ/mol
Net charge: -1

CARTESIAN COORDINATES (ANGSTROEM)
C -1.104 1.474 -2.806
C -1.160 -2.269 -2.240
C -1.023 0.251 -1.930
O -1.145 0.296 -0.709
N -0.699 -0.917 -2.565
H -1.277 1.190 -3.832
H -0.498 -0.866 -3.554
H -2.161 -2.450 -2.618
H -1.874 2.166 -2.456
H -0.223 2.083 -2.573
H -0.353 -2.893 -2.647
H -0.994 -2.475 -1.187
C -0.882 0.593 2.353
C 2.647 -0.114 1.241
C 1.533 0.181 2.202
O 1.709 0.493 3.371
N 0.301 0.122 1.629
H 0.171 -0.177 0.672
H -0.854 0.242 3.381
H 3.188 0.829 1.080
H -0.935 1.668 2.232
H -1.719 0.105 1.852
H 3.276 -0.888 1.683
H 2.416 -0.342 0.200

Atom charges from the natural (NBO) analysis, given in e for atoms 1 to 4:
1 C -0.915
2 C -0.661
3 C 0.559
4 O -0.706

no.,M (g/mol)
1,771.8
2,169.3
3,146.2